A 2-piece molecular cluster, CH5I3Si2 overall. Source: the Open Molecules 2025 dataset; level of theory: ωB97M-V/def2-TZVPD.

Each line ends with the Löwdin spin population.
Positions of all 11 atoms, in Å:
1 C 0.535 1.668 0.256  0.000
2 Si -1.171 0.986 0.783  0.003
3 Si 0.413 -3.965 -0.838  1.305
4 I -2.722 1.752 -1.045  0.001
5 I 1.557 -3.884 -3.042  0.348
6 I 2.224 -3.176 0.645  0.341
7 H 1.388 1.049 0.545  0.000
8 H 0.689 1.991 -0.792  0.000
9 H 0.595 2.616 0.742  0.000
10 H -1.775 1.453 2.113  0.000
11 H -1.735 -0.491 0.633  0.002

Computed properties:
* charge: 0
* spin multiplicity: 3
* <S²>: 2.007
* LUMO (alpha / beta): 0.0031 / -0.1315 Ha

***

A 2-piece molecular cluster, C4H12 overall. Source: the Open Molecules 2025 dataset; level of theory: ωB97M-V/def2-TZVPD.

Each line ends with the Löwdin spin population.
Positions of all 16 atoms, in Å:
1 C 0.162 -0.740 -2.811  0.222
2 C 0.429 -1.800 -1.838  0.337
3 H -0.862 -0.778 -3.262  0.093
4 H 0.132 0.289 -2.414  0.072
5 H 0.926 -0.853 -3.616  0.006
6 H 0.991 -1.398 -0.850  0.164
7 H -0.524 -1.925 -1.284  0.075
8 H 1.081 -2.661 -2.066  0.023
9 C -0.927 1.520 2.027  0.002
10 C 0.321 0.879 2.586  0.003
11 H -1.845 0.947 2.102  0.000
12 H -1.055 2.547 2.425  0.001
13 H -0.793 1.704 0.945  0.000
14 H 1.162 1.511 2.296  0.000
15 H 0.523 -0.074 2.081  0.001
16 H 0.277 0.834 3.678  0.000

Computed properties:
* charge: +1
* spin multiplicity: 2
* <S²>: 0.753
* LUMO (alpha / beta): -0.1369 / -0.4206 Ha

***

Calculated energy, -1513.13245; -159.14413 a.u. (same order as the records).